Formula: C14H18Cl3F4MoN2O9P2
Source: OMol25
Level of theory: the ωB97M-V functional and the def2-TZVPD basis

Computed properties:
* energy above the lowest of the compared OMol25 structures with the same formula, charge and spin: 0.000 eV
* LUMO energy (spin up / spin down): -4.013 / -3.979 eV
* E_HOMO (spin up / spin down): -12.12 / -12.12 eV
* expectation value of S²: 2.02
* E: -3861.979231 Ha
* orbital gap (spin up / spin down): 8.1 / 8.1 eV

```
! wB97M-V def2-TZVPD RIJCOSX def2/J DEFGRID3
* xyz 1 3
Mo -0.345 0.044 -0.468
C -1.763 1.517 -2.805
N -0.595 0.634 -2.581
C 0.625 1.308 -3.099
C -0.792 -0.674 -3.269
C 0.267 -1.652 -2.785
N 0.526 -1.372 -1.360
C 1.434 -2.243 -0.688
C 2.719 -1.803 -0.406
F 3.131 -0.605 -0.830
C 3.592 -2.612 0.295
F 4.812 -2.148 0.568
C 3.214 -3.873 0.708
C 1.943 -4.318 0.404
F 1.539 -5.529 0.779
C 1.059 -3.515 -0.291
F -0.173 -3.953 -0.558
H -1.861 1.743 -3.869
H -1.624 2.442 -2.249
H -2.667 1.016 -2.462
H 0.505 1.490 -4.169
H 1.500 0.684 -2.925
H 0.761 2.252 -2.579
H -0.750 -0.535 -4.351
H -1.787 -1.028 -3.004
H 1.205 -1.567 -3.337
H -0.091 -2.677 -2.890
H 3.899 -4.505 1.258
C -1.158 1.942 3.382
C 0.222 1.887 2.730
O 1.178 2.607 3.517
P 0.292 2.750 1.110
O 1.469 3.761 1.132
O -1.016 3.589 0.913
O 0.509 1.830 -0.103
P 0.796 0.146 2.553
O 2.179 0.340 1.754
O 0.996 -0.438 3.882
O -0.165 -0.489 1.520
H -1.462 2.976 3.541
H -1.085 1.446 4.350
H -1.918 1.419 2.801
H 1.357 2.084 4.313
H 1.756 4.016 2.024
H -1.829 3.053 0.893
H 2.943 0.186 2.324
Cl -5.053 -1.450 -0.203
C -4.177 -0.344 0.839
Cl -3.817 -1.085 2.401
Cl -5.081 1.149 1.052
C -2.801 -0.033 0.238
O -2.238 1.068 0.415
O -2.175 -0.932 -0.415
*
```

Here are the Mulliken charges for atoms 1 to 4, given in e:
1 Mo 0.850
2 C -1.098
3 N 0.279
4 C -0.997